(1)
17
Properties=species:S:1:pos:R:3:mulliken_charge:R:1 method="wB97M-V/def2-TZVPD" smiles="C=C(O)/C=C/C.O" relative_energy_ev=4.8475 multiplicity=1 lumo_energy_ev=0.0 homo_ev=-7.3 total_charge=0
C -0.5192 0.5103 -2.7751 -0.84
C 2.3994 -0.9438 0.8293 -0.95
C 1.4269 -1.1032 -0.1130 0.88
O 0.3717 -1.9706 0.0409 -0.46
C 1.4082 -0.0612 -1.1442 -0.63
C 0.6664 -0.2626 -2.2998 -0.29
H -1.2818 0.0688 -2.1285 0.21
H -0.5217 1.5829 -2.5027 0.33
H -0.6701 0.4032 -3.8648 0.30
H 2.7104 -1.7071 1.5332 0.29
H 3.0519 -0.1182 0.5614 0.22
H 0.6821 -2.7296 0.5365 0.34
H 1.9541 0.8561 -0.9340 0.28
H 1.0455 -1.0091 -3.0285 0.31
H -4.5903 1.6243 4.6901 0.32
H -3.8088 2.7813 5.1028 0.32
O -4.3248 2.0786 5.4964 -0.63

(2)
101
Properties=species:S:1:pos:R:3:mulliken_spin:R:1 method="wB97M-V/def2-TZVPD" multiplicity=2 lumo_energy_ev="-2.8 / -3.6" homo_ev="-9.9 / -9.9" total_charge=+1
Al 1.0970 0.1154 -1.3156 0.02
C -1.8206 -2.6794 -2.7762 0.00
Sb -0.0223 -1.5192 -3.3104 0.00
C -0.6858 -0.7305 -5.2639 0.00
C 0.9693 -3.3580 -3.9633 0.00
C 1.8422 -3.1192 -5.1064 0.00
C 1.3743 -3.1836 -6.4482 0.00
C 2.2765 -3.2115 -7.5184 0.00
C 3.6373 -3.1574 -7.3078 0.00
C 4.1452 -2.9193 -6.0362 0.00
C 3.2714 -2.8894 -4.9109 0.00
C 3.8820 -2.5171 -3.5589 0.00
Sb 3.1733 -0.4494 -3.0102 0.00
C 4.9289 0.2983 -1.9878 0.00
C 3.1785 0.9722 -4.6869 0.00
H -1.4558 -3.5312 -2.1663 0.00
H -2.2975 -3.0103 -3.6751 0.00
H -2.4842 -2.0611 -2.2037 0.00
H -1.4368 -1.4032 -5.6828 0.00
H 0.2069 -0.6463 -5.8860 0.00
H -1.0970 0.2709 -5.0921 0.00
H 0.0887 -3.9951 -4.2021 0.00
H 1.4134 -3.7866 -3.0318 0.00
H 0.3083 -3.2091 -6.7136 0.00
H 1.8800 -3.2090 -8.5299 0.00
H 4.3242 -3.2480 -8.1627 0.00
H 5.1955 -2.7055 -5.8833 0.00
H 4.9708 -2.4215 -3.6346 0.00
H 3.5447 -3.1866 -2.7270 0.00
H 5.8524 -0.2525 -2.2672 0.00
H 4.8300 0.2271 -0.8790 0.00
H 4.9919 1.3641 -2.2885 0.00
H 3.2564 1.9257 -4.1558 0.00
H 2.2406 0.9012 -5.2559 0.00
H 4.0448 0.8012 -5.3328 0.00
O -2.8948 0.5455 -1.3533 0.00
C -2.0041 1.3362 -1.5534 0.00
C -2.1013 2.9222 -1.7011 0.01
C -0.6246 3.3786 -1.3785 0.00
C 0.1330 2.1086 -1.3008 0.01
O 1.3660 1.9145 -0.9230 0.00
N -0.6251 1.0024 -1.5899 -0.01
H -2.7941 3.3870 -1.0318 0.00
H -2.3954 3.1032 -2.7392 0.00
H -0.5705 3.9857 -0.4739 0.00
H -0.1999 3.9925 -2.2230 0.00
C -2.0624 7.3356 3.2673 0.00
C -1.8031 5.8386 3.2626 0.00
C -0.6062 5.2421 3.6531 0.00
C -0.2294 3.9056 3.4995 -0.11
C 1.1564 3.3917 3.7583 0.07
C -1.2566 3.0251 3.0736 0.09
Te -0.7176 0.9769 2.4258 0.55
N 1.0860 -0.6277 0.3800 0.01
C 1.3337 -1.1574 1.4979 0.00
O 0.8101 -0.7784 2.6393 0.21
C 2.2932 -2.3074 1.5059 0.03
C 2.7193 -2.8719 0.2577 0.00
C 3.8571 -3.6871 0.2915 0.00
C 4.4746 -3.9883 1.4789 0.00
C 3.9315 -3.5528 2.7202 0.00
C 2.8201 -2.7075 2.7203 0.01
C -2.2128 -0.2043 3.4825 0.08
C -3.0039 -1.1143 2.7702 -0.06
C -2.7455 -1.4509 1.3141 0.02
C -3.9702 -1.8655 3.4177 -0.01
C -4.2469 -1.7066 4.7939 0.02
C -5.4473 -2.4373 5.4698 0.00
C -3.4741 -0.7638 5.5201 -0.01
C -2.4231 -0.0954 4.8792 -0.04
C -1.5722 0.8160 5.8221 0.02
C -2.5712 3.5524 2.7862 0.06
C -3.7258 2.6680 2.3413 0.07
C -2.8173 4.9056 2.8768 0.01
H -2.5468 7.6253 2.3298 0.00
H -1.1346 7.8753 3.4113 0.00
H -2.7772 7.6089 4.1213 0.00
H 0.1473 5.9036 4.1103 0.00
H 1.7898 4.2025 4.1361 0.00
H 1.6192 3.0442 2.8691 0.00
H 1.1297 2.6150 4.5229 -0.01
H 2.2696 -2.5993 -0.6746 0.00
H 4.2668 -4.0634 -0.6629 0.00
H 5.4408 -4.4821 1.4669 0.00
H 4.4147 -3.8843 3.6218 0.00
H 2.3716 -2.3286 3.6639 0.00
H -1.7905 -1.9560 1.1742 0.00
H -2.7194 -0.5701 0.6735 0.00
H -3.5518 -2.0532 0.9364 0.00
H -4.5181 -2.5743 2.7712 0.00
H -6.3594 -1.9057 5.2691 0.00
H -5.2779 -2.4623 6.5732 0.00
H -5.6741 -3.4473 5.0460 0.00
H -3.4736 -0.6536 6.5730 0.00
H -1.6852 0.4275 6.8621 0.00
H -1.9503 1.8607 5.7219 0.00
H -0.5376 0.7659 5.4909 0.00
H -3.6232 2.2925 1.3341 -0.02
H -4.6388 3.2417 2.3790 0.00
H -3.8779 1.8268 2.9555 -0.01
H -3.8232 5.1966 2.6575 0.00

(3)
28
Properties=species:S:1:pos:R:3:mulliken_charge:R:1 method="wB97M-V/def2-TZVPD" multiplicity=1 lumo_energy_ev=-12.5 homo_ev=-14.9 total_charge=+2
C 2.7258 1.1342 0.6693 -1.33
C 1.8389 0.0294 1.1393 0.23
C 1.6662 -1.0711 0.0237 -0.03
O 0.4128 -1.2923 -0.4613 -0.33
C -0.4219 -2.1221 0.3427 -0.71
Si -2.2450 -1.4412 0.3461 0.25
Br -3.3047 -2.2338 -1.4171 -0.15
B -2.3452 0.5918 0.3828 0.48
O -3.2800 1.1179 1.1781 -0.35
C -1.4290 1.5641 -0.4499 -0.17
C -1.2448 1.2017 -1.9285 -1.16
H 2.2456 1.7125 -0.1214 0.37
H 3.6158 0.5516 0.2184 0.42
H 3.1484 1.7894 1.4211 0.45
H 0.8542 0.4282 1.3577 0.10
H 2.2479 -0.4488 2.0204 0.47
H 2.2342 -0.6849 -0.8673 -0.33
H 2.1478 -1.9964 0.3439 0.48
H -0.4680 -3.1132 -0.1084 0.36
H -0.0340 -2.2320 1.3530 0.51
H -2.8963 -2.0158 1.5426 -0.13
H -3.7738 0.4992 1.7263 0.31
H -1.8970 2.5440 -0.3700 0.42
H -0.4617 1.6604 0.0419 0.02
H -0.3351 1.6490 -2.3227 0.32
H -2.0595 1.5989 -2.5203 0.37
H -1.1743 0.1335 -2.1018 0.26
Cd 4.2328 0.4459 -1.4384 0.86

(4)
60
Properties=species:S:1:pos:R:3:mulliken_charge:R:1 method="wB97M-V/def2-TZVPD" smiles="COc1ccc(C(=O)NCCn2nc(C)cc2C)cc1OC1CCN(C(C)=O)CC1" relative_energy_ev=2.5110 multiplicity=1 lumo_energy_ev=0.7 homo_ev=-8.2 total_charge=0
C -0.1568 -5.3829 1.1272 -1.00
H 0.5034 -5.2217 1.9859 0.38
O -0.6104 -4.1667 0.5870 -0.43
C 0.3050 -3.2939 0.0927 1.24
C 1.6754 -3.4971 0.0746 -0.79
C 2.5324 -2.5342 -0.4363 -0.83
C 2.0209 -1.3541 -0.9487 -0.45
C 0.6392 -1.1519 -0.9575 0.01
C -0.2269 -2.0950 -0.4418 0.33
O -1.5815 -1.9997 -0.3976 -0.48
C -2.2204 -0.8300 -0.8764 -0.21
C -3.6907 -1.1811 -1.1083 -0.56
H -4.1102 -1.5631 -0.1769 0.28
C -4.4592 0.0611 -1.5562 -1.09
N -4.3170 1.1264 -0.5846 0.15
C -5.4000 1.5274 0.1270 1.20
O -6.5072 1.0737 -0.0892 -0.66
C -5.1713 2.5898 1.1833 -1.35
H -4.7682 3.4973 0.7396 0.35
H -4.4935 2.2313 1.9546 0.32
H -6.1318 2.8171 1.6375 0.33
C -2.9446 1.5122 -0.3633 -1.33
H -2.5242 1.8582 -1.3169 0.17
C -2.1315 0.3162 0.1376 1.07
H -1.0930 0.6084 0.2925 -0.74
H -2.5350 -0.0342 1.0899 0.23
H -2.8852 2.3307 0.3507 0.55
H -4.0760 0.4098 -2.5224 0.34
H -5.5238 -0.1577 -1.6495 0.49
H -3.7689 -1.9637 -1.8625 0.43
H -1.7712 -0.5190 -1.8313 0.31
H 0.2885 -0.2243 -1.3801 0.50
C 2.8515 -0.2429 -1.4761 0.08
O 2.4196 0.5844 -2.2598 -0.67
N 4.1398 -0.2100 -1.0252 -0.17
C 4.8943 1.0125 -1.1438 -0.72
H 4.4605 1.5652 -1.9802 0.40
C 4.7855 1.8310 0.1616 -0.92
N 3.4398 1.8063 0.6574 0.91
C 2.3731 2.5485 0.2825 0.76
C 1.2938 2.0439 0.9758 -0.63
C 1.7982 0.9729 1.7337 0.74
N 3.0966 0.8435 1.5239 -1.03
C 1.0564 0.0540 2.6380 -1.16
H 1.7584 -0.4692 3.2812 0.39
H 0.3474 0.6096 3.2488 0.37
H 0.5059 -0.6848 2.0543 0.02
H 0.2863 2.4076 0.9482 0.49
C 2.4458 3.6310 -0.7287 -1.71
H 1.5587 4.2551 -0.6629 0.43
H 3.3277 4.2535 -0.5850 0.33
H 2.4856 3.1921 -1.7264 0.27
H 5.4074 1.3744 0.9361 0.36
H 5.1120 2.8593 -0.0069 0.36
H 5.9424 0.7901 -1.3586 0.38
H 4.3498 -0.7694 -0.2118 0.34
H 3.5920 -2.7379 -0.4521 0.53
H 2.0936 -4.4123 0.4623 0.43
H 0.3631 -5.9886 0.3776 0.37
H -1.0518 -5.9087 1.4557 0.24

(5)
18
Properties=species:S:1:pos:R:3:mulliken_charge:R:1 method="wB97M-V/def2-TZVPD" smiles="Cc1ncsc1P(N)(N)=O" relative_energy_ev=1.0696 multiplicity=1 lumo_energy_ev=0.3 homo_ev=-9.1 total_charge=0
C 0.1978 1.9229 -2.2043 -0.10
C -0.3098 0.0152 -1.3376 -0.10
C 0.4637 0.4265 -0.3095 0.47
C -1.0189 -1.3044 -1.3125 -0.89
N -0.4239 0.8260 -2.3973 -0.53
N 1.6490 0.5986 2.0356 -0.61
N -0.9521 -0.2232 2.1448 -0.47
O 0.8379 -2.1366 1.1988 -0.69
P 0.5066 -0.3462 1.2956 0.78
S 0.9684 2.0504 -0.7002 -0.11
H 0.3152 2.7197 -2.9725 0.37
H -1.3103 -1.5787 -0.2688 0.30
H -1.9495 -1.0562 -1.9183 0.30
H -0.5258 -2.1425 -1.7194 0.24
H 2.1828 0.0151 2.7339 0.31
H 2.2434 0.9698 1.2683 0.25
H -1.7269 0.3915 2.1496 0.23
H -1.1475 -1.1479 2.3136 0.24

(6)
66
Properties=species:S:1:pos:R:3:mulliken_charge:R:1 method="wB97M-V/def2-TZVPD" relative_energy_ev=0.0000 multiplicity=1 lumo_energy_ev=-9.6 homo_ev=-17.1 total_charge=+3
Zr -0.9537 -0.0170 0.2388 2.10
C 1.8091 0.1362 -1.7971 -0.98
O 0.7192 0.0516 -0.9247 -0.38
H 2.3390 -0.8195 -1.8804 0.29
H 1.5317 0.5417 -2.7702 0.36
H 2.5545 0.7867 -1.3198 0.26
C -2.2616 4.0352 0.4718 -1.15
C -1.5268 3.2287 -0.5400 0.56
O -0.9857 2.1189 -0.2304 -0.57
N -1.4330 3.6801 -1.7616 -0.11
C -0.6425 2.9881 -2.7682 -0.44
H -1.5876 4.4341 1.2324 0.30
H -2.9702 3.3843 0.9838 0.29
H -2.7802 4.8828 0.0308 0.44
H -1.5960 4.6746 -1.8484 0.28
H 0.3901 2.8841 -2.4393 0.14
H -0.6957 3.5673 -3.6856 0.46
H -1.0571 2.0068 -2.9853 -0.09
C 2.4898 -1.7990 1.6484 -0.97
C 1.3170 -1.2388 2.3759 0.40
O 0.4259 -0.5959 1.7377 -0.08
N 1.1947 -1.4642 3.6467 0.06
C 0.1050 -1.0193 4.5013 -0.90
H 2.9304 -2.6276 2.1961 0.51
H 3.2174 -0.9956 1.5030 0.30
H 2.2158 -2.1102 0.6428 0.04
H 2.0197 -1.8005 4.1256 0.31
H 0.3503 -1.2758 5.5255 0.43
H -0.8482 -1.4946 4.2591 0.27
H -0.0837 0.0503 4.4008 0.30
C -1.3706 -0.8914 -3.9518 -1.08
C -2.2082 -1.0245 -2.7174 0.61
O -1.9001 -0.3606 -1.6786 -0.43
N -3.3006 -1.7380 -2.7909 -0.09
C -4.2763 -1.9479 -1.7271 -0.98
H -0.3370 -0.9023 -3.5980 0.08
H -1.6303 -0.0103 -4.5341 0.35
H -1.4075 -1.7544 -4.6187 0.52
H -3.4603 -2.1831 -3.6832 0.31
H -4.5965 -1.0666 -1.1833 0.31
H -4.0511 -2.7965 -1.0803 0.31
H -5.1413 -2.3197 -2.2824 0.41
C 2.5680 2.2942 3.2518 -1.21
C 2.0254 2.6270 1.8924 0.55
O 1.1376 1.9323 1.3680 -0.32
N 2.6375 3.6026 1.2189 -0.18
C 2.2787 3.9958 -0.1228 -0.48
H 3.6348 2.0975 3.3355 0.40
H 1.9942 1.4884 3.7071 0.08
H 2.3682 3.1179 3.9494 0.41
H 3.3991 4.0951 1.6564 0.26
H 2.4572 3.1477 -0.7854 0.10
H 2.8863 4.8433 -0.4289 0.41
H 1.2499 4.3434 -0.2381 0.05
C 0.4861 -3.6962 -1.7634 -0.78
C -0.1024 -3.3544 -0.4225 0.24
O -0.6247 -2.2325 -0.2533 -0.37
N -0.1598 -4.3424 0.4635 -0.07
C -0.6953 -4.2104 1.8039 -0.76
H 0.9379 -4.6870 -1.7547 0.44
H 1.2609 -2.9647 -2.0047 0.14
H -0.2175 -3.6894 -2.5943 0.19
H 0.5779 -5.0321 0.4050 0.31
H -0.2149 -3.4361 2.4077 0.15
H -0.6281 -5.1485 2.3495 0.43
H -1.7645 -3.9897 1.8356 0.26

(7)
8
Properties=species:S:1:pos:R:3:mulliken_charge:R:1 method="wB97M-V/def2-TZVPD" smiles="C=NSC=S" relative_energy_ev=3.4868 multiplicity=1 lumo_energy_ev=-1.1 homo_ev=-8.7 total_charge=0
C 2.0364 -0.2990 0.2294 -0.26
C -2.0385 0.4290 0.0437 -0.19
H 2.0063 -1.3676 0.4140 0.26
H 3.1659 0.2184 0.2014 0.24
H -1.9517 1.5452 -0.1833 0.31
N 0.7928 0.3624 -0.3461 -0.27
S -0.5288 -0.5664 -0.3370 0.10
S -3.4824 -0.3220 -0.0222 -0.19

(8)
44
Properties=species:S:1:pos:R:3:mulliken_spin:R:1 method="wB97M-V/def2-TZVPD" multiplicity=2 lumo_energy_ev="-8.4 / -9.8" homo_ev="-15.3 / -15.0" total_charge=+2
C -0.2353 -3.4125 1.2920 0.00
C -1.5737 -2.9250 0.7720 0.00
O -2.1928 -3.5719 0.0152 0.00
O -1.8980 -1.7069 1.2014 0.00
C -3.0570 -1.1791 0.4922 0.01
C -3.3116 0.2887 0.7537 0.02
C -2.1890 1.3407 0.4629 -0.03
C -1.1225 0.8277 -0.4614 0.09
C 0.2084 0.4636 -0.0570 0.02
C 0.6778 0.7164 1.3604 0.03
C 1.7093 1.8619 1.4675 -0.01
C 1.4354 2.9489 0.4648 0.00
O 2.0875 3.1152 -0.5080 0.00
O 0.3598 3.6697 0.7816 0.00
C 1.1306 -0.1122 -1.0180 0.10
P 2.7876 -0.8066 -0.7726 0.21
C 3.9928 0.4699 -1.2144 0.05
O 2.9943 -1.0273 0.8466 0.00
C 0.7219 -0.2940 -2.3963 0.16
F 1.5612 -0.8131 -3.2541 0.04
C -0.5673 0.1058 -2.8440 0.06
N -1.0881 0.0093 -4.0743 0.10
S -2.5760 0.5739 -3.9778 -0.03
N -2.6583 0.9589 -2.4129 0.06
C -1.4769 0.6598 -1.8669 0.10
H -0.3860 -4.3651 1.8088 0.00
H 0.4057 -3.5736 0.4164 0.00
H 0.1768 -2.6622 1.9886 0.00
H -2.9260 -1.4000 -0.5713 -0.01
H -3.9359 -1.7472 0.8060 0.00
H -4.1932 0.5232 0.1513 0.00
H -3.5962 0.4262 1.8000 0.00
H -1.7559 1.7010 1.3869 0.00
H -2.6983 2.1950 0.0074 0.01
H -0.1701 0.9907 1.9794 0.00
H 1.0867 -0.1902 1.7997 0.00
H 2.7251 1.5266 1.2363 0.00
H 1.6996 2.2646 2.4822 0.00
H 0.0945 4.1785 -0.0068 0.00
H 4.8704 -0.0570 -1.5997 0.00
H 4.2920 1.0436 -0.3349 0.01
H 3.5996 1.1231 -1.9943 0.00
H 3.1942 -0.1981 1.3147 0.00
Ag 1.7968 -3.9411 2.2767 0.00

no.,DFT total energy (Eh)
1,-346.84729
2,-2918.84708
3,-3444.02923
4,-1376.34408
5,-1136.26198
6,-1404.00418
7,-928.98918
8,-2053.82730